{"formula": "CH4CuO2", "method": "ωB97M-V/def2-TZVPD", "homo_lumo_gap_ev": [6.52, 7.42], "charge": 0, "lumo_energy_ha": [-0.045, -0.054], "multiplicity": 2, "homo_energy_ev": [-7.7, -8.9], "species": ["Cu", "O", "O", "C", "H", "H", "H", "H"], "positions_angstrom": [[-0.56719, 1.91116, 0.88013], [-1.14728, 0.52616, -0.52022], [-0.01946, -0.36569, -0.89740], [0.60090, -0.93054, 0.21857], [1.40084, -0.25997, 0.58581], [1.06544, -1.86940, -0.11423], [-1.23170, 2.12791, -1.19691], [-0.10156, -1.13964, 1.04425]], "forces_ev_per_a": [[-0.5427, -0.5177, -1.5292], [1.4381, -0.1810, 0.7011], [-1.1951, 0.6081, -0.4166], [0.0529, 0.2479, 0.5368], [-0.1059, -0.1020, 0.1007], [-0.1497, 0.2291, 0.0594], [0.3769, -0.2703, 0.9279], [0.1255, -0.0142, -0.3801]]}

=====

{"formula": "C44H48Br2GeN3O4RhSi2", "method": "ωB97M-V/def2-TZVPD", "homo_lumo_gap_ev": [7.24, 6.93], "charge": 0, "lumo_energy_ha": [-0.002, -0.063], "multiplicity": 5, "relative_energy_ev": 0.0000, "homo_energy_ev": [-7.3, -8.7], "species": ["Rh", "Br", "Br", "Ge", "Si", "Si", "O", "O", "O", "O", "N", "N", "N", "C", "C", "C", "C", "C", "C", "C", "C", "C", "C", "C", "C", "C", "C", "C", "C", "C", "C", "C", "C", "C", "C", "C", "C", "C", "C", "C", "C", "C", "C", "C", "C", "C", "C", "C", "C", "C", "C", "C", "C", "C", "C", "C", "C", "H", "H", "H", "H", "H", "H", "H", "H", "H", "H", "H", "H", "H", "H", "H", "H", "H", "H", "H", "H", "H", "H", "H", "H", "H", "H", "H", "H", "H", "H", "H", "H", "H", "H", "H", "H", "H", "H", "H", "H", "H", "H", "H", "H", "H", "H", "H", "H"], "positions_angstrom": [[15.35193, -8.84406, 19.28375], [21.36603, -5.96070, 20.23479], [9.97024, -3.60610, 18.83813], [13.52808, -11.65391, 13.92559], [13.87224, -12.07015, 20.08208], [15.18779, -10.92329, 22.84607], [14.30073, -7.99267, 20.93281], [15.66487, -8.86367, 17.32396], [16.12372, -10.47816, 15.74909], [14.18216, -7.11776, 18.97412], [16.61568, -10.40775, 19.19816], [11.32015, -5.22336, 22.30557], [17.02108, -7.48435, 19.38199], [12.01910, -13.71974, 12.26373], [12.38765, -5.96298, 21.95841], [19.54656, -6.40993, 19.80805], [16.19367, -13.12877, 13.72972], [15.22957, -11.08592, 21.02692], [15.50646, -8.96452, 10.35621], [19.17271, -6.79621, 18.52964], [12.51764, -10.89678, 19.70278], [14.28982, -14.33806, 14.55494], [17.10096, -14.08903, 14.02986], [11.97633, -12.56814, 13.03254], [12.86942, -6.02538, 20.64816], [9.51248, -12.63478, 12.78457], [17.82143, -7.22651, 18.36156], [17.33138, -6.92816, 20.55580], [14.80993, -13.13521, 14.12566], [14.36238, -9.69400, 10.17201], [10.70095, -11.99344, 13.23308], [14.70836, -13.14701, 18.69171], [13.77081, -7.10550, 20.17775], [18.62678, -12.19577, 19.73584], [16.47984, -11.16195, 20.33975], [18.62615, -11.51232, 18.52525], [16.58030, -15.23318, 14.64678], [15.48089, -9.86690, 12.62027], [13.39272, -10.51094, 23.41057], [10.60862, -4.58054, 21.42045], [15.33062, -9.74177, 16.33960], [13.76993, -10.53139, 11.16186], [13.87938, -9.47693, 15.90287], [16.10259, -9.38691, 23.46267], [14.26976, -10.55198, 12.45196], [10.88843, -14.26773, 11.77564], [11.01087, -4.52620, 20.06926], [15.19956, -15.40924, 14.82206], [16.08226, -9.14783, 11.57514], [9.61254, -13.74090, 11.95108], [12.13351, -5.30370, 19.68030], [17.55240, -12.10790, 20.58324], [15.68803, -12.52896, 23.75850], [18.62600, -6.49513, 20.84573], [13.10740, -13.46876, 21.09987], [13.05296, -10.71759, 15.57462], [17.57244, -10.60291, 18.30001], [16.79829, -12.41393, 23.97229], [11.59591, -11.44033, 19.91530], [13.96678, -9.78796, 9.16927], [13.99591, -13.93533, 18.33270], [15.67348, -13.49477, 23.20801], [12.97804, -14.17623, 12.14931], [19.33422, -11.77633, 17.70805], [18.09331, -13.91972, 13.70911], [15.42218, -8.72159, 23.99078], [13.25813, -10.82250, 24.51515], [17.35886, -7.46984, 17.38104], [13.10386, -9.47229, 23.38749], [13.88584, -8.80350, 15.02709], [12.38889, -13.85778, 20.36901], [15.04077, -12.51583, 17.82993], [15.57813, -13.67592, 19.14430], [15.17472, -12.57838, 24.73727], [13.21939, -14.35232, 14.85696], [16.53963, -6.87889, 21.31708], [16.50457, -12.14266, 13.25782], [11.99023, -10.50905, 15.62259], [12.70717, -11.13073, 22.75712], [10.56785, -11.08253, 13.89526], [17.26601, -15.94270, 15.10881], [12.53530, -13.13693, 22.00441], [16.63649, -8.82694, 22.66842], [8.54106, -12.28045, 13.10868], [19.89322, -6.69319, 17.78240], [17.48425, -12.72334, 21.49880], [13.29386, -11.54615, 16.34699], [13.69138, -14.36122, 21.27491], [12.85500, -11.07071, 10.81073], [13.48210, -8.92200, 16.75819], [9.59371, -4.19807, 21.74384], [16.05434, -8.40485, 9.64875], [12.49418, -10.65546, 18.62982], [8.71299, -14.15639, 11.55148], [12.91348, -6.52750, 22.74296], [19.44132, -12.87945, 20.02774], [18.92153, -6.19697, 21.84995], [15.88853, -9.89921, 13.62807], [16.90249, -9.65112, 24.22809], [12.37683, -5.32739, 18.65629], [14.86338, -16.38626, 15.24780], [12.56454, -9.94363, 20.33084], [17.51804, -10.08081, 17.33595], [10.91079, -15.27881, 11.34476], [17.01185, -8.61448, 11.84293]], "forces_ev_per_a": [[-0.5192, -0.1558, 0.6085], [-0.6979, -0.0718, -0.3117], [-0.2109, 0.2653, -0.4414], [0.2917, -0.5793, -2.0213], [1.3008, -1.3103, 0.3131], [-1.5188, 0.8241, 1.6043], [-1.6390, 0.8139, 1.1963], [-0.0538, -1.7245, -3.9198], [-1.0187, 0.4438, 0.8209], [-2.1728, 1.5459, 0.3412], [0.4325, -2.0475, 1.0043], [0.7018, -1.1230, 1.1045], [0.1316, 2.1173, 0.2903], [1.2115, 0.8009, 0.9581], [0.3214, 0.4989, -0.0472], [0.1615, -0.9567, 0.3182], [-1.6831, 3.6680, -0.3836], [-0.3206, -1.1968, -0.1893], [-0.1103, -1.1014, 0.8967], [-1.9889, 0.4479, 1.4406], [-0.4551, 1.2504, -0.0965], [0.4639, -0.6216, 1.1500], [-1.5595, -0.6245, 0.0753], [-1.1719, 1.8250, 0.8626], [-2.0181, -0.3053, -0.3339], [1.0094, 0.6835, -0.1739], [1.4550, -0.7168, -1.2029], [0.7833, -0.4170, 1.0407], [0.9810, -0.4602, -0.6423], [-1.1180, -1.5113, -0.6684], [-0.7086, -0.0475, 1.0677], [-0.4015, 0.7035, -0.0404], [2.2477, 0.1398, -0.7807], [0.5566, -0.6957, -0.1041], [3.0089, -1.1636, -1.9170], [-0.4938, 0.1096, -0.6526], [-0.2472, -0.3825, 0.4909], [-0.3246, 0.1911, 0.0326], [-0.1779, -1.9801, 0.6332], [-0.9866, 0.3106, -1.0757], [0.4032, 2.1653, 0.2427], [-0.7373, 0.8689, -1.6202], [0.1620, -0.2543, 0.1663], [1.9194, -0.4486, 0.6308], [0.4010, 0.0433, 0.1142], [-1.7077, -2.2752, -1.3058], [1.2552, -1.4082, 0.9067], [-0.0276, -0.1053, 0.3720], [1.2754, 0.7209, 2.8097], [0.6282, 1.0588, 1.2417], [-1.0337, 1.0787, 1.5700], [-1.7623, 1.2173, 1.5475], [1.7834, 0.1449, -0.0860], [-0.3394, 0.6059, 0.0904], [-0.8669, 0.5664, 0.2760], [0.9414, -1.6398, 1.2162], [1.7640, -1.0253, -0.2436], [-1.0932, -0.0247, 0.0329], [-0.2200, 0.2218, 0.0536], [-0.3366, 0.2671, -0.0435], [0.5292, 0.7694, 0.2171], [-0.5912, 0.6563, 0.3106], [0.3577, -0.5539, -0.2565], [-0.4822, 0.5784, 0.8668], [1.0785, -0.2711, 0.1468], [-0.1338, 0.0493, -0.2306], [0.1581, 0.1922, -1.6982], [0.7798, -0.0477, 0.6465], [0.0547, 0.3658, -0.4386], [0.2228, -0.0811, 0.3867], [-0.3948, 0.2023, 0.0567], [-0.0668, -0.7075, 0.5183], [-0.4698, 0.4365, -0.3576], [0.1825, -0.1674, -0.5673], [0.8199, -0.5527, -0.3536], [0.4279, -0.4058, -0.2899], [-0.0366, -1.4935, 0.5495], [-0.1529, -0.0097, -0.0668], [0.3295, 0.7899, 0.9778], [0.2804, -1.1444, -0.8852], [-0.2017, -0.2464, -0.4927], [0.5571, -0.5063, -0.6935], [-0.4016, -0.2521, 0.3401], [0.0493, 0.2562, -0.2100], [0.5586, 0.0080, -1.5065], [0.1649, 0.3750, -0.6244], [-0.6165, 1.2628, -0.8669], [0.5932, 0.0801, 0.4736], [0.8736, 0.3394, 0.7163], [-0.3679, -0.0292, -0.3181], [1.4494, -0.0857, -0.3726], [-0.0340, 0.5362, -1.0375], [-0.0141, 0.2347, 0.2625], [-0.1860, -0.5902, -0.1882], [-0.4308, 0.3157, -0.2777], [-0.4403, 0.3325, -0.4216], [-0.3039, 0.0379, -0.2244], [0.4646, 0.2085, -0.3606], [-0.8104, 0.1960, -0.8681], [0.4698, -0.2380, -1.0281], [0.1368, 1.0716, -0.3374], [-0.0636, -1.2783, -0.8721], [-0.1308, -0.0816, 0.7841], [0.3306, 0.5779, -0.3121], [-0.4097, -0.3541, -0.3157]]}

=====

{"formula": "C13H22N2OS", "method": "ωB97M-V/def2-TZVPD", "homo_lumo_gap_ev": 8.90, "charge": 0, "lumo_energy_ha": 0.026, "smiles": "CCCCN1C(=O)CS[C@H]1C1=CCCN(C)C1", "relative_energy_ev": 0.5124, "homo_energy_ev": -8.2, "species": ["S", "O", "N", "N", "C", "C", "C", "C", "C", "C", "C", "C", "C", "C", "C", "C", "C", "H", "H", "H", "H", "H", "H", "H", "H", "H", "H", "H", "H", "H", "H", "H", "H", "H", "H", "H", "H", "H", "H"], "positions_angstrom": [[-1.89844, 2.69242, 1.48302], [-1.34674, -0.16257, 4.06692], [0.80598, 1.96709, -2.38585], [-0.88411, 0.27239, 1.83592], [-1.41924, 0.59570, 3.11715], [2.33540, 2.43694, -0.48482], [-0.20434, 1.24784, -1.60567], [-1.94290, 2.01830, 3.18513], [1.50316, -2.68906, 1.52540], [2.18979, 1.76998, -1.85739], [0.83084, -1.46843, 2.21051], [0.45693, 3.33867, -2.87414], [2.85568, -3.04676, 2.13623], [-1.20160, 1.17911, 0.77136], [-0.52122, -1.09667, 1.57228], [1.12842, 2.05034, 0.38706], [-0.04481, 1.52729, -0.11638], [3.56398, -2.23186, 2.08083], [1.18559, 3.68780, -3.61571], [3.31803, 2.14536, -0.07517], [2.91500, 2.20838, -2.54743], [-1.99108, 0.75336, 0.09817], [0.83544, -3.56616, 1.60804], [-0.20647, 0.17682, -1.81304], [-0.37932, -1.24554, 0.47957], [-2.96519, 1.94364, 3.56874], [-1.28480, 2.64366, 3.81628], [1.17062, 2.19620, 1.45446], [1.43659, -0.54777, 2.04964], [0.40006, 4.06448, -2.07799], [-1.30672, -1.80720, 1.90621], [0.66944, -1.64040, 3.28005], [1.61996, -2.55773, 0.43449], [2.29183, 3.50921, -0.64470], [-1.18338, 1.56422, -1.93528], [2.38411, 0.68433, -1.82477], [-0.53894, 3.30288, -3.35994], [3.32205, -3.92112, 1.62118], [2.73831, -3.35724, 3.16754]], "forces_ev_per_a": [[-0.2600, 0.0774, 0.8271], [-0.3871, 0.4932, -0.6464], [0.5563, -0.1544, -0.9747], [-1.5481, 0.8512, 2.3064], [1.6708, -0.8080, -1.0152], [-0.7594, -1.0953, -0.0203], [0.7999, 1.3457, 0.3208], [0.0243, 0.0977, -0.3712], [-0.4132, -0.1018, 0.1118], [-1.2512, 0.4218, -0.2389], [0.1616, 0.3028, -0.7671], [-0.2061, -1.5331, 0.2029], [0.0566, -1.0044, -0.5257], [-0.5460, -0.4616, -1.1899], [0.5522, -1.2250, -0.5826], [-1.4631, -1.0236, -1.4152], [2.7290, 0.6105, 0.2374], [0.1349, 0.3106, 0.0519], [-0.0651, -0.2684, 0.1836], [-0.4961, 0.2985, 0.2727], [-0.1594, -0.0481, -0.1326], [0.4348, 0.0417, 0.5589], [0.1453, 0.2759, 0.1105], [0.3772, -0.2425, 0.0331], [-0.3637, 0.3505, 0.4976], [0.2545, 0.3286, 0.0789], [-0.5338, -0.5070, -0.0600], [0.1134, 0.1940, 0.2472], [0.0226, -0.6878, 0.3814], [-0.0122, 0.4880, 0.4735], [0.2360, 0.4999, -0.1355], [0.3114, 0.0720, -0.1614], [-0.0781, 0.3696, 0.3671], [0.2997, 0.3373, 0.1760], [-0.4202, 0.3380, -0.1102], [-0.1172, 0.3500, 0.1572], [0.5603, -0.0648, 0.2128], [-0.3734, 0.6352, 0.2089], [0.0129, 0.1355, 0.3292]]}